# 1
The following is a quantum chemistry calculation of a molecular structure, C26H30FN5O6Pd, from the OMol25 dataset.

Cartesian coordinates (Å):
1 Pd 0.405 -0.383 3.594
2 C 1.463 -0.095 6.566
3 N 0.221 -0.433 5.872
4 C -0.842 0.512 6.239
5 C -0.202 -1.812 6.184
6 C -1.115 -2.392 5.121
7 C -2.058 -3.357 5.456
8 C -2.850 -3.933 4.469
9 C -2.696 -3.523 3.151
10 C -1.754 -2.547 2.833
11 C -0.936 -1.961 3.801
12 H 1.339 -0.176 7.655
13 H 1.744 0.925 6.311
14 H 2.254 -0.764 6.234
15 H -0.984 0.522 7.330
16 H -1.766 0.220 5.745
17 H -0.582 1.508 5.888
18 H -0.683 -1.832 7.172
19 H 0.705 -2.416 6.252
20 H -2.185 -3.660 6.493
21 H -3.588 -4.683 4.729
22 H -3.319 -3.959 2.374
23 H -1.664 -2.231 1.795
24 F 1.962 -2.246 -2.923
25 C 1.254 -1.143 -2.569
26 C 1.007 -0.917 -1.243
27 C 0.253 0.169 -0.850
28 C 0.025 0.398 0.614
29 O 0.623 -0.325 1.394
30 C -0.880 1.477 0.942
31 C -1.312 2.256 -0.075
32 N -0.998 2.125 -1.400
33 C -1.584 3.016 -2.368
34 C -0.690 3.973 -3.109
35 C -1.634 4.473 -2.055
36 C -0.254 1.040 -1.816
37 C 0.027 0.807 -3.169
38 C 0.778 -0.278 -3.558
39 N 1.064 -0.436 -4.947
40 C 2.170 -1.288 -5.383
41 C 2.384 -1.021 -6.887
42 N 1.732 0.298 -7.199
43 C 0.236 0.133 -7.152
44 C -0.080 -0.606 -5.838
45 C -1.441 1.869 2.337
46 O -2.098 2.916 2.333
47 O -1.247 1.083 3.297
48 H 1.397 -1.588 -0.485
49 H -1.961 3.083 0.184
50 H -2.423 2.600 -2.915
51 H -0.913 4.174 -4.149
52 H 0.362 3.955 -2.855
53 H -2.519 5.015 -2.356
54 H -1.202 4.794 -1.118
55 H -0.314 1.517 -3.912
56 H 1.984 -2.353 -5.239
57 H 3.064 -1.023 -4.824
58 H 1.895 -1.760 -7.516
59 H 3.435 -0.966 -7.157
60 H 2.053 0.712 -8.070
61 H 1.955 0.919 -6.415
62 H -0.062 -0.432 -8.031
63 H -0.198 1.129 -7.193
64 H -0.274 -1.669 -6.030
65 H -0.976 -0.188 -5.394
66 O 2.265 1.104 3.534
67 N 3.149 0.202 3.474
68 O 4.306 0.469 3.185
69 O 2.774 -0.994 3.643

## Properties
LUMO (alpha / beta): -1.839 / -1.839 eV
Net charge: 0
2S+1: 3
HOMO-LUMO gap (alpha / beta): 0.1196 / 0.1813 Ha
HOMO (alpha / beta): -5.093 / -6.772 eV
⟨S²⟩: 2.01


# 2
The following is a quantum chemistry calculation of 14 unconnected molecules or ions with the total composition C6H41NO14, from the OMol25 dataset.

Cartesian coordinates (Å):
1 C 1.618 -1.409 0.085
2 N 0.260 -1.628 0.764
3 C 0.262 -0.789 2.067
4 C -1.179 -0.655 2.789
5 C -2.249 0.283 2.246
6 O -2.243 0.468 0.793
7 C 1.846 -2.714 -0.729
8 C 2.969 -2.495 -1.662
9 H 2.428 -1.341 0.837
10 H 1.541 -0.569 -0.551
11 H -0.478 -1.219 0.107
12 H 0.818 -1.428 2.710
13 H 0.695 0.177 1.795
14 H -0.870 -0.305 3.778
15 H -1.417 -1.736 2.799
16 H -3.216 -0.178 2.611
17 H -2.021 1.248 2.781
18 H -1.871 -0.393 0.540
19 H 1.938 -3.429 0.070
20 H 0.940 -3.092 -1.303
21 H 3.020 -3.156 -2.557
22 H 3.923 -2.584 -1.089
23 H 3.043 -1.633 -2.306
24 H -0.117 -0.691 -3.887
25 H -0.471 -1.664 -2.697
26 O -0.824 -1.255 -3.500
27 H 2.539 2.550 2.324
28 H 2.647 1.705 3.565
29 O 2.110 2.397 3.171
30 H -1.006 1.506 -0.212
31 H -1.451 1.654 -1.566
32 O -0.609 1.556 -1.099
33 H 4.346 0.464 1.232
34 H 4.858 -0.848 1.837
35 O 4.320 -0.056 2.060
36 H 2.819 1.523 -0.134
37 H 4.448 1.481 -0.529
38 O 3.665 0.959 -0.349
39 H -3.943 1.594 -0.971
40 H -4.673 0.922 0.147
41 O -4.639 1.762 -0.325
42 H -2.301 -4.604 -0.195
43 H -1.831 -3.160 0.072
44 O -1.714 -3.906 -0.517
45 H 1.989 1.328 -4.412
46 H 1.095 0.154 -5.150
47 O 1.158 0.874 -4.522
48 H -0.583 3.349 2.029
49 H -1.470 3.729 0.754
50 O -0.971 3.032 1.203
51 H -2.232 -0.554 -2.699
52 H -1.948 0.780 -3.490
53 O -2.406 0.430 -2.713
54 H 0.831 -4.880 1.932
55 H 0.403 -3.538 1.287
56 O 0.219 -4.140 2.037
57 H -4.102 3.380 0.104
58 H -3.102 3.071 -0.992
59 O -3.341 3.808 -0.425
60 H 1.424 2.064 -0.897
61 H 0.659 2.398 0.478
62 O 1.508 2.217 0.046

## Properties
LUMO: 0.007 eV
Net charge: 0
Energy above the lowest of the compared OMol25 structures with the same formula, charge and spin: 494.1 kJ/mol
2S+1: 1
HOMO-LUMO gap: 0.3451 Ha
HOMO: -9.384 eV


# 3
The following is a quantum chemistry calculation of C33H35N3O4 in the gas phase, from the OMol25 dataset.

Cartesian coordinates (Å):
1 C -2.777 -5.025 -1.196
2 H -1.803 -5.402 -1.494
3 H -3.108 -4.311 -1.946
4 H -3.476 -5.857 -1.173
5 C -2.720 -4.358 0.176
6 N -1.822 -3.208 0.167
7 C -2.178 -2.189 1.144
8 H -1.385 -1.438 1.123
9 C -3.513 -1.498 0.852
10 H -4.346 -2.181 1.025
11 H -3.630 -0.666 1.549
12 C -3.608 -0.989 -0.589
13 N -2.739 0.146 -0.812
14 C -1.523 -0.049 -1.357
15 C -0.568 0.921 -1.431
16 C -0.804 2.213 -0.842
17 C 0.166 3.168 -0.750
18 C 1.509 2.941 -1.175
19 O 2.452 3.663 -0.893
20 C 1.770 1.708 -2.068
21 C 0.719 0.597 -2.042
22 O 0.953 -0.475 -2.564
23 C 1.941 2.188 -3.511
24 H 2.749 2.914 -3.546
25 H 1.020 2.650 -3.857
26 H 2.186 1.338 -4.145
27 O 3.024 1.136 -1.658
28 C 2.972 0.532 -0.480
29 O 1.941 0.367 0.133
30 C 4.341 0.149 0.008
31 H 4.270 -0.726 0.653
32 H 4.984 -0.065 -0.846
33 C 4.906 1.345 0.800
34 C 6.311 1.057 1.242
35 C 6.556 0.421 2.453
36 C 7.850 0.128 2.847
37 C 8.916 0.465 2.031
38 C 8.682 1.096 0.821
39 C 7.388 1.388 0.430
40 H 7.208 1.883 -0.514
41 H 9.511 1.363 0.182
42 H 9.927 0.239 2.339
43 H 8.026 -0.363 3.793
44 H 5.726 0.159 3.093
45 H 4.882 2.232 0.163
46 H 4.265 1.528 1.664
47 H -0.030 4.098 -0.238
48 C -2.124 2.389 -0.310
49 C -3.044 1.394 -0.307
50 C -4.400 1.656 0.217
51 C -4.566 2.031 1.548
52 C -5.821 2.317 2.046
53 C -6.932 2.242 1.205
54 C -6.771 1.890 -0.136
55 C -5.512 1.600 -0.622
56 H -5.385 1.355 -1.667
57 H -7.632 1.852 -0.786
58 C -8.222 2.529 1.708
59 N -9.268 2.758 2.116
60 H -5.952 2.600 3.079
61 H -3.702 2.090 2.193
62 H -2.391 3.353 0.094
63 H -1.313 -1.036 -1.741
64 H -4.640 -0.713 -0.812
65 H -3.296 -1.793 -1.258
66 H -2.217 -2.603 2.168
67 C -0.437 -3.638 0.354
68 C 0.594 -2.671 -0.213
69 H 0.583 -1.704 0.283
70 H 0.436 -2.513 -1.275
71 H 1.586 -3.096 -0.081
72 H -0.317 -4.593 -0.159
73 H -0.231 -3.811 1.426
74 H -3.726 -4.024 0.432
75 H -2.417 -5.097 0.937

## Properties
LUMO: -0.546 eV
Net charge: 0
Energy above the lowest of the compared OMol25 structures with the same formula, charge and spin: 0.0 kJ/mol
2S+1: 1
HOMO-LUMO gap: 0.2657 Ha
SMILES string: CCN(CC)CCCN1C=C2C(=O)[C@](C)(OC(=O)CCc3ccccc3)C(=O)C=C2C=C1c1ccc(C#N)cc1
HOMO: -7.776 eV


# 4
The following is a quantum chemistry calculation of a molecular structure, C33H38IrN9O3S3, from the OMol25 dataset.

Cartesian coordinates (Å):
1 Ir 0.087 -0.429 -0.651
2 O 4.848 3.492 -0.946
3 C 5.073 2.331 -0.338
4 C 6.352 2.185 0.228
5 C 6.721 1.016 0.839
6 C 5.812 -0.060 0.931
7 C 4.554 0.090 0.418
8 C 4.137 1.280 -0.235
9 C 2.807 1.346 -0.739
10 O 2.069 0.331 -0.606
11 N 2.496 2.538 -1.350
12 N 1.445 2.588 -2.145
13 C 1.289 3.842 -2.649
14 S 0.360 4.075 -4.071
15 C 1.011 5.744 -4.377
16 C 1.173 6.407 -3.027
17 S 2.016 5.218 -1.942
18 H 3.928 3.482 -1.297
19 H 7.028 3.022 0.148
20 H 7.712 0.921 1.258
21 H 6.107 -0.981 1.406
22 H 3.837 -0.721 0.528
23 H 0.312 6.272 -5.023
24 H 1.967 5.630 -4.892
25 H 0.215 6.663 -2.573
26 H 1.786 7.303 -3.089
27 N -2.187 -3.721 -1.143
28 C -3.556 -3.436 -1.352
29 C -4.534 -4.254 -0.797
30 C -5.863 -3.986 -1.059
31 C -6.232 -2.915 -1.868
32 C -5.270 -2.078 -2.398
33 C -3.923 -2.333 -2.133
34 S -2.697 -1.264 -2.743
35 N -1.312 -1.717 -1.976
36 C -1.175 -2.885 -1.410
37 C 0.208 -3.304 -1.152
38 C 0.635 -4.614 -1.140
39 C 2.006 -4.871 -1.089
40 C 2.878 -3.791 -1.089
41 C 2.347 -2.504 -1.086
42 N 1.032 -2.276 -1.096
43 H -1.977 -4.593 -0.675
44 H -4.255 -5.093 -0.178
45 H -6.625 -4.621 -0.634
46 H -7.275 -2.736 -2.077
47 H -5.550 -1.239 -3.019
48 H -0.056 -5.440 -1.222
49 H 2.371 -5.887 -1.087
50 H 3.947 -3.928 -1.097
51 H 2.975 -1.615 -1.077
52 N 0.022 -0.940 1.264
53 C 0.482 -0.929 2.335
54 N 0.975 -0.913 3.510
55 C 1.682 -2.087 4.063
56 C 0.751 -2.789 5.044
57 O 0.309 -1.893 6.030
58 C -0.418 -0.812 5.505
59 C 0.445 0.000 4.546
60 H 2.566 -1.714 4.583
61 H 1.993 -2.740 3.248
62 H 1.284 -3.588 5.559
63 H -0.107 -3.221 4.507
64 H -0.721 -0.194 6.350
65 H -1.319 -1.173 4.987
66 H 1.301 0.425 5.071
67 H -0.117 0.803 4.070
68 C -1.888 1.486 -1.542
69 C -3.106 2.417 -1.345
70 N -3.460 2.453 0.052
71 C -2.339 2.924 0.839
72 C -1.160 1.925 0.718
73 N -1.527 0.855 -0.257
74 C -2.701 0.120 0.274
75 C -3.862 1.135 0.490
76 H -1.025 2.012 -1.884
77 H -2.109 0.691 -2.258
78 H -3.965 2.064 -1.916
79 H -2.872 3.428 -1.680
80 H -2.655 3.020 1.878
81 H -2.050 3.911 0.479
82 H -0.957 1.440 1.669
83 H -0.241 2.401 0.371
84 H -2.406 -0.364 1.203
85 H -2.977 -0.654 -0.445
86 H -4.132 1.183 1.544
87 H -4.745 0.832 -0.070

## Properties
LUMO (alpha / beta): -9.850 / -9.946 eV
Net charge: +3
Energy above the lowest of the compared OMol25 structures with the same formula, charge and spin: 201.2 kJ/mol
2S+1: 2
HOMO-LUMO gap (alpha / beta): 0.1955 / 0.1953 Ha
HOMO (alpha / beta): -15.169 / -15.261 eV
⟨S²⟩: 0.76